21
Properties=species:S:1:pos:R:3 method="wB97M-V/def2-TZVPD" e_homo_ev=-14.36 orbital_gap_ev=11.08 smiles="C[C@@H]1[NH+]=CNC1(C)C" e_above_lowest_kcal_mol=37.2 total_charge=+1
C 0.703 -0.433 1.965
C -0.414 -0.416 0.863
N -0.301 -2.057 0.277
C 0.232 -1.961 -0.908
N 0.567 -0.788 -1.320
C -0.086 0.214 -0.532
C 0.814 1.499 -0.426
C -1.381 0.659 -1.342
H 1.649 -0.866 1.669
H 0.278 -1.067 2.797
H 0.950 0.644 2.389
H -1.495 -0.325 1.226
H -0.430 -2.763 1.034
H 0.737 -2.835 -1.273
H 1.221 -0.518 -2.066
H 0.862 2.008 -1.355
H 1.856 1.150 -0.026
H 0.161 2.199 0.264
H -0.857 0.594 -2.319
H -1.701 1.676 -1.085
H -2.152 -0.117 -1.328